1.
Entry from the Open Molecules 2025 dataset: a cluster of 2 separate species, C3H12N3O in total (wB97M-V/def2-TZVPD).

Cartesian coordinates (Å):
H -0.13941 -0.56071 2.43232
C 0.14946 -1.00965 1.48515
C -1.43136 0.22283 0.03120
N -2.33449 -0.74213 -0.11437
H -0.17886 -2.01342 1.22084
H -1.02750 2.17404 -0.17251
H 0.51777 0.62802 0.22336
H 3.32574 0.17138 0.38936
H 1.22266 -1.13269 1.52145
O 2.46737 0.31773 -0.01618
H -2.23981 -1.58601 0.42021
N -0.19811 -0.05495 0.42149
H -3.29806 -0.44861 -0.20869
H 2.67673 -1.19872 -1.43291
H 1.53949 0.04099 -1.76905
C 2.52418 -0.12687 -1.38472
H -2.33005 1.64738 -1.07707
H 3.33448 0.33954 -1.93847
N -1.75556 1.49278 -0.26584

Results
Total charge   +1
LUMO   -2.902 eV
Orbital gap   11.30 eV
HOMO energy   -14.20 eV

2.
Entry from the Open Molecules 2025 dataset: a structure of composition C3H12N3O (wB97M-V/def2-TZVPD).

Cartesian coordinates (Å):
H 2.56389 0.54992 0.44082
O -2.18953 -0.54346 -1.24590
H 0.89579 0.52860 2.23502
H -0.09382 -0.34674 -2.16676
C -0.58693 -0.22992 0.85222
N -0.10531 -1.57383 0.64121
H -0.20101 -2.12179 1.49170
H 0.33831 1.72928 1.05301
H -3.11091 -0.34822 -1.04368
C -1.32456 0.41418 -0.77988
N 1.61826 0.22012 0.25802
H -0.66779 -2.04086 -0.06558
C 0.57911 0.67677 1.19913
H 1.48009 -0.82800 0.32792
H -0.27335 1.26904 -2.32887
H -1.42832 -0.12758 1.53523
H -1.75724 1.37892 -0.53158
N -0.16714 0.52446 -1.64613
H 1.19914 0.47060 -0.69737

Results
Total charge   +1
LUMO   -2.696 eV
Orbital gap   10.87 eV
HOMO energy   -13.56 eV

Which one is the least stable? From the structures above, 2.